Here is a molecular structure, C25H51ClO3P2SYb from the OMol25 dataset. Energies are from ωB97M-V with the def2-TZVPD basis set.

## Properties
charge	-1
energy above the lowest of the compared OMol25 structures with the same formula, charge and spin	0.0000	eV
E_HOMO (spin up / spin down)	-1.64 / -1.64	eV
Kohn-Sham gap (spin up / spin down)	4.27 / 4.21	eV
multiplicity	2

Last column: Löwdin spin population.
Atoms and positions in Å:
Yb -0.693 -0.998 0.413  0.030
Cl -0.157 1.026 -1.592  0.240
P -0.390 -3.177 -1.440  0.005
C 0.649 -3.722 -2.867  0.000
C -0.338 -4.518 -0.149  0.001
C -2.096 -3.172 -2.185  0.000
C 1.947 -2.898 -2.874  0.000
H 0.043 -3.435 -3.748  0.000
C 0.956 -5.220 -2.985  0.000
H 1.620 -5.580 -2.186  0.000
H 1.486 -5.371 -3.938  0.000
H 0.050 -5.839 -3.013  0.000
H 1.719 -1.826 -2.831  0.001
H 2.502 -3.104 -3.797  0.000
H 2.580 -3.148 -2.010  0.000
H -1.924 -2.609 -3.119  0.000
C -3.089 -2.384 -1.313  0.001
C -2.629 -4.549 -2.583  0.000
H -2.143 -4.933 -3.490  0.000
H -3.699 -4.454 -2.809  0.000
H -2.531 -5.299 -1.787  0.000
H -2.694 -1.396 -1.000  0.002
H -3.412 -2.958 -0.430  0.000
H -3.987 -2.190 -1.919  0.000
C 1.066 -4.658 0.463  0.000
H -0.604 -5.430 -0.716  0.000
C -1.379 -4.287 0.958  0.000
H 1.877 -4.665 -0.278  0.000
H 1.084 -5.617 1.001  0.000
H 1.276 -3.851 1.183  0.000
H -1.255 -3.321 1.496  0.000
H -1.238 -5.076 1.711  0.000
H -2.411 -4.386 0.602  0.000
H 1.229 -1.693 0.044  0.001
H -2.007 0.435 0.872  0.003
P 0.387 3.085 -1.898  0.423
C -0.944 3.688 -2.966  0.044
C 0.292 3.726 -0.200  0.039
C 2.062 2.975 -2.593  0.042
C -2.288 2.935 -2.852  0.014
H -0.544 3.499 -3.979  0.003
C -1.151 5.201 -2.790  0.033
H -1.621 5.450 -1.824  0.001
H -1.829 5.563 -3.575  0.005
H -0.211 5.763 -2.883  0.006
H -2.191 1.889 -3.158  0.001
H -3.017 3.409 -3.524  0.003
H -2.699 2.975 -1.835  0.001
H 1.870 2.584 -3.607  0.003
C 3.000 1.979 -1.888  0.009
C 2.704 4.367 -2.703  0.041
H 2.238 4.969 -3.497  0.004
H 3.768 4.259 -2.960  0.008
H 2.657 4.939 -1.760  0.003
H 2.509 1.013 -1.725  0.000
H 3.360 2.382 -0.937  0.001
H 3.885 1.806 -2.519  0.002
C -1.097 3.567 0.441  0.005
H 0.478 4.804 -0.378  0.020
C 1.396 3.190 0.730  0.003
H -1.922 3.901 -0.199  0.000
H -1.124 4.171 1.363  0.000
H -1.298 2.521 0.714  0.000
H 1.325 2.100 0.895  0.000
H 1.284 3.674 1.714  0.000
H 2.400 3.432 0.360  0.000
C 0.363 2.475 7.792  0.000
C 0.267 1.620 6.562  0.000
C 0.396 0.231 6.658  0.000
C 0.355 -0.564 5.519  0.000
C 0.235 0.044 4.269  0.000
C -0.058 1.403 4.173  0.000
C 0.004 2.200 5.314  0.000
S 0.433 -0.929 2.821  0.000
O 1.434 -1.953 2.968  0.000
O -0.950 -1.439 2.546  0.001
O 0.740 0.062 1.731  0.001
H -0.416 2.241 8.530  0.000
H 1.333 2.299 8.270  0.000
H 0.269 3.531 7.517  0.000
H 0.544 -0.221 7.644  0.000
H 0.428 -1.640 5.580  0.000
H -0.326 1.841 3.215  0.000
H -0.138 3.284 5.243  0.000